DFT (wB97M-V/def2-TZVPD) results for 2 unconnected molecules or ions with the total composition C6H12FNO2S.

Results
- Structure (SMILES): COC(=O)CF.CN(C)C=S
- DFT total energy: -939.0029 Eh
- Multiplicity: 1
- Kohn-Sham gap: 8.880 eV
- Charge: 0
- HOMO: -8.450 eV
- Strongest force on any atom: 0.085 hartree/bohr
- Energy relative to the best compared isomer or geometry (same formula, charge and spin): 1.250 eV

Element x y z (Å)
C (-3.4252, -0.8940, 0.7074)
C (-3.2205, 1.3244, -0.1405)
C (-5.3382, 0.0720, -0.4635)
C (2.8376, 0.5179, 0.8409)
C (4.4831, -0.1517, -0.6701)
C (5.7090, -0.9699, -0.8586)
H (-2.2470, -0.7521, 0.8144)
H (-3.8361, -0.8457, 1.7286)
H (-3.7288, -2.0926, 0.4325)
H (-2.9636, 1.6797, 0.8860)
H (-2.2147, 1.2726, -0.5381)
H (-3.5777, 2.0646, -0.7714)
H (-5.8194, 1.1109, -0.5857)
H (2.5356, 0.3198, 1.8581)
H (2.2274, -0.1007, 0.0388)
H (2.5447, 1.7176, 0.6216)
H (6.5151, -0.3751, -1.3390)
H (5.6029, -1.7825, -1.5076)
N (-4.0017, 0.1600, -0.0673)
O (4.1544, 0.0843, 0.6261)
O (3.8672, 0.3767, -1.5348)
F (6.0715, -1.4601, 0.4188)
S (-6.1756, -1.2762, -0.4968)

Forces on atoms 1 to 2 (eV/Å):
C 1.5550 -3.5117 0.9477
C 1.8138 0.7700 2.0093